1.
Computed, not measured: one molecule with the formula C6H13N3 in a non-equilibrium geometry, with wB97M-V/def2-TZVPD.

Last column: natural (NBO) charge in e.
Atoms and positions in Å:
H  -1.6381  -0.2242  -2.9411  0.349
N  -0.6244  0.1571  -2.9711  -0.727
C  -0.0381  0.2149  -1.9021  0.566
N  1.2785  0.6611  -1.7845  -0.627
C  2.1122  -0.2430  -0.8081  -0.424
N  -0.5547  -0.1310  -0.6429  -0.464
C  -1.8761  0.3623  -0.2311  -0.241
C  -0.5014  0.8126  0.4434  -0.063
C  -0.0381  0.2606  1.7581  -0.421
C  -0.4888  -1.1520  2.1554  -0.600
H  1.7692  0.7568  -2.6169  0.380
H  2.2251  -1.1908  -1.2613  0.198
H  3.0487  0.3284  -0.5794  0.201
H  1.6235  -0.1422  0.1336  0.215
H  -2.4618  -0.2714  0.3110  0.202
H  -2.2525  1.0562  -0.9997  0.207
H  -0.2590  1.8555  0.3103  0.215
H  -0.4292  0.9030  2.5325  0.211
H  1.0910  0.2613  2.0045  0.206
H  -0.2674  -1.8780  1.4983  0.212
H  -1.6087  -1.1806  2.4159  0.192
H  -0.1100  -1.2168  3.1752  0.214

The gap between HOMO and LUMO comes out at 9.94 eV. Its SMILES is [H]/N=C(/NC)N1C[C@H]1CC. The calculation puts the energy above the lowest of the compared OMol25 structures with the same formula, charge and spin at 2.787 eV. Its LUMO energy is 0.989 eV. The calculation puts the HOMO energy at -8.9 eV. Its charge is 0. For the maximum force, the calculation gives 5.58 eV Å⁻¹.



2.
Computed, not measured: a 5-piece molecular cluster, C41H82NO4 overall, with wB97M-V/def2-TZVPD.

Last column: Löwdin charge in e.
Atoms and positions in Å:
C  5.7722  2.0097  2.1439  -0.111
C  6.2521  1.8902  0.6962  -0.265
C  7.6710  1.3306  0.6240  -0.224
C  8.1531  0.9280  -0.7836  -0.202
C  8.3014  -0.5782  -0.9771  -0.208
C  6.9883  -1.3150  -0.6907  -0.218
C  6.7792  -2.5125  -1.6144  -0.211
C  5.5005  -3.2953  -1.3218  -0.204
C  4.2874  -2.3676  -1.2189  -0.209
C  2.9237  -3.0324  -1.4660  -0.203
C  2.0627  -3.1255  -0.2118  -0.223
C  0.8914  -4.0939  -0.3364  -0.200
C  -0.0733  -4.0198  0.8591  -0.191
C  -1.5407  -3.8955  0.4405  -0.145
C  -1.9532  -2.4811  -0.0296  -0.197
C  -1.3116  -1.3560  0.6991  0.054
N  -2.1635  -0.5919  1.2667  0.144
C  -3.5539  -1.1005  1.1920  -0.069
C  -3.4688  -2.0938  0.0264  -0.226
C  -4.4520  -3.2712  0.1206  -0.169
C  -5.8305  -2.9620  -0.4658  -0.184
C  -6.7069  -2.0456  0.4110  -0.191
C  -7.4221  -0.9069  -0.3387  -0.214
C  -8.9071  -0.7978  -0.0083  -0.232
C  -9.6238  0.2778  -0.8186  -0.225
C  -11.1511  0.2231  -0.6982  -0.208
C  -11.8942  0.8105  -1.9108  -0.207
C  -13.1132  1.6852  -1.5644  -0.224
C  -14.3503  1.3662  -2.4025  -0.277
C  -14.1623  1.6923  -3.8798  -0.116
H  6.5812  2.3935  2.7693  0.075
H  4.9369  2.7099  2.2244  0.049
H  5.4534  1.0463  2.5489  0.069
H  5.5762  1.2543  0.1151  0.092
H  6.2159  2.8770  0.2244  0.110
H  8.3663  2.0651  1.0348  0.089
H  7.7212  0.4663  1.2996  0.107
H  9.1019  1.4272  -0.9968  0.107
H  7.4492  1.2782  -1.5440  0.091
H  8.5719  -0.7731  -2.0198  0.104
H  9.1199  -0.9684  -0.3622  0.106
H  6.9251  -1.6544  0.3496  0.121
H  6.1696  -0.6034  -0.8248  0.086
H  6.7510  -2.1621  -2.6513  0.089
H  7.6536  -3.1670  -1.5357  0.118
H  5.3153  -4.0162  -2.1252  0.106
H  5.6324  -3.8836  -0.4069  0.115
H  4.2667  -1.9011  -0.2288  0.109
H  4.4212  -1.5425  -1.9245  0.104
H  2.3746  -2.4686  -2.2256  0.109
H  3.0564  -4.0386  -1.8793  0.110
H  1.6707  -2.1235  0.0160  0.101
H  2.6751  -3.4105  0.6509  0.126
H  1.2707  -5.1114  -0.4538  0.121
H  0.3421  -3.8727  -1.2603  0.111
H  0.0276  -4.8862  1.5134  0.119
H  0.2176  -3.1665  1.4822  0.097
H  -1.7194  -4.5562  -0.4096  0.124
H  -2.2096  -4.2276  1.2367  0.119
H  -1.5865  -2.3584  -1.0581  0.167
H  -0.2506  -1.1378  0.7429  0.142
H  -1.8997  0.2598  1.7488  0.181
H  -3.7700  -1.5905  2.1439  0.141
H  -4.2492  -0.2760  1.0577  0.131
H  -3.6859  -1.5470  -0.8951  0.153
H  -4.0205  -4.1285  -0.3990  0.114
H  -4.5541  -3.5684  1.1704  0.124
H  -5.6890  -2.5144  -1.4546  0.109
H  -6.3419  -3.9103  -0.6398  0.116
H  -6.0960  -1.6337  1.2200  0.087
H  -7.4533  -2.6600  0.9204  0.113
H  -6.9373  0.0497  -0.1104  0.109
H  -7.3083  -1.0460  -1.4181  0.108
H  -9.0223  -0.5879  1.0616  0.122
H  -9.3827  -1.7698  -0.1796  0.116
H  -9.2724  1.2628  -0.4920  0.118
H  -9.3259  0.1874  -1.8695  0.110
H  -11.4547  0.7557  0.2077  0.107
H  -11.4448  -0.8188  -0.5397  0.109
H  -11.1802  1.3837  -2.5086  0.106
H  -12.2219  -0.0094  -2.5569  0.107
H  -13.3498  1.5686  -0.5034  0.101
H  -12.8684  2.7429  -1.7052  0.109
H  -15.2059  1.9221  -2.0110  0.103
H  -14.5918  0.3047  -2.2821  0.107
H  -13.8124  2.7207  -4.0022  0.074
H  -15.0950  1.5870  -4.4346  0.069
H  -13.4255  1.0388  -4.3518  0.066
C  6.3834  -1.2297  -5.2763  -0.027
C  5.8367  -0.0207  -4.5555  -0.503
O  6.5073  0.6118  -3.7743  0.072
C  4.4088  0.3579  -4.8640  -0.022
H  7.4135  -1.4074  -4.9787  0.082
H  5.7731  -2.1077  -5.0522  0.083
H  6.3297  -1.0767  -6.3561  0.087
H  3.7422  -0.4745  -4.6269  0.077
H  4.2970  0.5570  -5.9316  0.086
H  4.1232  1.2354  -4.2901  0.082
C  11.4213  0.4538  2.0038  -0.018
C  11.4629  1.9385  2.2797  -0.499
O  10.4583  2.6097  2.2715  0.065
C  12.8204  2.5349  2.5568  -0.023
H  10.3972  0.1419  1.8132  0.066
H  12.0486  0.2166  1.1421  0.088
H  11.8297  -0.0973  2.8533  0.086
H  13.4861  2.3559  1.7101  0.086
H  13.2735  2.0478  3.4226  0.085
H  12.7290  3.6024  2.7371  0.082
C  1.4313  2.0724  2.9066  -0.017
C  1.3147  2.3238  1.4236  -0.503
O  1.1726  1.4129  0.6379  0.034
C  1.3740  3.7642  0.9934  -0.009
H  1.3782  1.0009  3.0945  0.076
H  2.3783  2.4606  3.2853  0.087
H  0.6314  2.5930  3.4355  0.060
H  2.3179  4.2087  1.3157  0.092
H  0.5771  4.3228  1.4886  0.073
H  1.2810  3.8365  -0.0869  0.085
C  -1.3650  5.3452  5.9349  -0.016
C  -1.6131  4.8663  4.5271  -0.493
O  -0.7016  4.5941  3.7783  0.049
C  -3.0538  4.7571  4.0950  -0.022
H  -0.2978  5.3894  6.1332  0.085
H  -1.8095  6.3322  6.0755  0.091
H  -1.8525  4.6783  6.6491  0.088
H  -3.5438  5.7281  4.1859  0.090
H  -3.5917  4.0726  4.7543  0.085
H  -3.1121  4.4089  3.0672  0.077

The gap between HOMO and LUMO comes out at 7.12 eV. Its LUMO energy is -3.520 eV. The calculation puts the HOMO energy at -10.6 eV. Its charge is +1. For the maximum force, the calculation gives 0.58 eV Å⁻¹.



Q: What is the gap between HOMO and LUMO in the first record?
A: 9.94 eV